(1)
79
Properties=species:S:1:pos:R:3:forces:R:3 method="wB97M-V/def2-TZVPD" de_lowest_kcal_mol=4.0 charge=+1 total_energy_ev=-201082.9795 homo_lumo_gap_ev="6.77 / 6.77" spin_multiplicity=1
Mo 0.20710 -0.34376 -1.45871 -1.0 0.7 0.4
C -0.58021 -1.08219 5.63492 0.0 0.0 0.0
C 0.35136 -0.35772 4.65339 0.0 0.1 0.0
C 1.32120 -1.36919 4.04447 0.1 0.1 0.0
C 1.19187 0.67840 5.41903 0.0 0.0 0.0
C -0.49316 0.36427 3.59807 0.0 -0.1 0.0
C -1.33474 1.41242 4.01781 0.0 0.1 0.0
C -2.06519 2.16892 3.13076 0.0 0.0 0.0
C -1.95676 1.87014 1.77624 -0.1 0.0 0.0
S -2.60329 2.74224 0.42787 -0.1 0.2 0.0
C -1.78058 1.69059 -0.63989 -0.1 0.1 -0.3
N -1.15602 0.69157 -0.06955 0.5 0.0 0.3
C -1.18304 0.80463 1.33266 0.0 -0.2 -0.2
C -0.44836 0.04417 2.24950 0.0 -0.1 0.0
C -1.59158 1.95751 -2.07105 -0.1 -0.1 0.2
C -2.34226 2.91113 -2.74944 -0.1 0.1 0.0
C -2.06227 3.17599 -4.07984 0.0 0.0 0.0
C -1.02446 2.49894 -4.70786 0.0 0.0 0.0
C -0.27613 1.55283 -4.01282 0.1 0.0 0.0
C -0.54143 1.24633 -2.67891 0.2 -0.2 -0.1
H 0.00868 -1.60707 6.39134 0.0 0.0 0.0
H -1.19999 -1.81649 5.11345 0.0 0.0 0.0
H -1.24522 -0.38619 6.15132 0.0 0.0 0.0
H 1.93974 -1.79067 4.83941 0.0 0.0 0.0
H 1.98706 -0.90220 3.31340 -0.1 -0.1 0.1
H 0.80426 -2.19889 3.56569 -0.1 -0.1 -0.1
H 1.77246 0.18016 6.19988 0.0 0.0 -0.1
H 0.57303 1.43906 5.89984 0.1 0.0 0.0
H 1.89348 1.17721 4.74498 0.0 -0.1 0.1
H -1.38838 1.66485 5.06975 0.0 0.0 0.0
H -2.67352 2.99612 3.47491 0.0 0.0 0.0
H 0.19697 -0.74203 1.88086 0.0 -0.1 0.0
H -3.14392 3.44266 -2.24308 0.1 0.0 -0.1
H -2.64262 3.91224 -4.62163 0.0 0.0 0.0
H -0.79853 2.70768 -5.74708 0.0 0.0 0.0
H 0.53247 1.05635 -4.53606 0.0 0.0 0.0
C -1.18498 -3.84532 1.32937 0.0 -0.2 0.0
C -0.79139 -3.18714 0.03978 -0.2 -0.3 -0.1
O 0.09945 -2.34932 0.02075 0.2 0.4 0.0
C -1.54115 -3.57161 -1.18605 0.2 -0.1 0.5
C -2.17611 -4.80446 -1.30104 -0.1 -0.1 0.0
C -2.88631 -5.12335 -2.44387 0.0 0.0 0.0
C -2.99641 -4.18928 -3.46859 0.0 0.0 0.0
C -2.38347 -2.95015 -3.36406 -0.1 0.0 -0.3
C -1.64896 -2.67239 -2.23335 0.4 0.6 0.2
O -1.00552 -1.47770 -2.11163 -1.2 -1.1 -0.9
H -0.89415 -3.21093 2.15681 0.1 0.1 0.1
H -0.66767 -4.80483 1.42952 0.0 0.1 0.0
H -2.25699 -4.03508 1.36289 0.0 0.0 0.0
H -2.09785 -5.52396 -0.49567 0.0 0.0 0.0
H -3.36241 -6.09042 -2.53550 0.0 0.0 0.0
H -3.56772 -4.42839 -4.35614 0.0 0.0 0.0
H -2.44899 -2.20325 -4.14517 0.0 -0.1 0.0
Br 0.13949 6.73719 2.02513 0.0 0.0 0.0
C 0.74782 5.00739 1.58989 0.0 0.0 0.0
C 1.28096 4.20395 2.58909 0.0 0.0 0.0
C 1.71855 2.93151 2.26631 0.0 0.1 0.0
C 1.60275 2.46558 0.96121 0.0 0.0 -0.1
C 1.07446 3.28325 -0.03036 0.0 0.1 0.0
C 0.65301 4.56678 0.27997 0.0 -0.1 -0.1
C 2.02106 1.07285 0.68317 -0.5 -0.1 -0.4
O 2.71285 0.39663 1.38157 0.3 -0.1 0.1
O 1.47204 0.55092 -0.46613 1.1 0.7 0.9
H 1.34812 4.57388 3.60384 0.0 0.0 0.0
H 2.14270 2.28145 3.01964 0.0 0.1 0.0
H 0.99806 2.92721 -1.04772 0.0 0.0 -0.1
H 0.24659 5.21533 -0.48519 0.0 0.0 0.0
Se 0.84448 -2.06169 -6.26142 -0.4 -0.2 -0.5
N 2.56920 -1.73648 -6.23279 0.0 0.0 0.0
C 2.84559 -1.36641 -5.00193 0.1 0.1 0.3
C 4.15221 -1.03338 -4.53140 -0.1 -0.1 -0.4
C 4.26097 -0.73238 -3.22876 0.1 0.1 0.5
C 3.10749 -0.69947 -2.38401 0.5 0.0 0.2
N 1.87729 -0.91722 -2.75260 0.1 -0.3 -0.9
C 1.72407 -1.31878 -4.08263 0.2 0.1 0.2
N 0.56056 -1.66837 -4.57104 0.1 0.1 0.1
H 5.00184 -1.04234 -5.20231 -0.1 0.0 0.0
H 5.22123 -0.49679 -2.79157 -0.1 0.0 0.1
H 3.23917 -0.46305 -1.34162 0.1 0.1 0.1

(2)
89
Properties=species:S:1:pos:R:3:forces:R:3 method="wB97M-V/def2-TZVPD" de_lowest_kcal_mol=103.1 total_energy_ev=-111009.8124 homo_lumo_gap_ev="3.06 / 3.06" spin_multiplicity=6
C -2.02517 -2.22744 -5.01421 -0.1 0.0 0.1
C -1.39935 -2.68347 -3.70447 -1.3 -0.7 0.9
H -2.55227 -3.06966 -5.49569 0.2 0.3 0.2
H -1.24408 -1.87801 -5.71616 -0.3 -0.1 0.3
H -2.74344 -1.40957 -4.83862 0.3 -0.3 -0.2
C -0.76497 -3.92754 -3.65370 0.4 0.1 0.5
C -0.36467 -4.72241 -4.83433 0.4 -0.3 -0.3
H -0.64766 -4.40475 -2.68989 -0.1 -0.1 -0.1
H 0.37052 -4.22701 -5.48983 -0.1 -0.1 -0.2
H -1.20064 -5.06230 -5.47095 0.1 0.0 -0.1
H 0.14241 -5.62183 -4.46403 -0.1 0.0 -0.2
Dy 0.07543 1.67875 0.86136 -0.6 -0.5 1.1
Cl -2.47050 1.99900 0.86454 -0.5 0.3 -0.1
Cl 2.10890 3.10187 0.24964 0.6 0.4 -0.1
H 1.13355 5.78196 3.19587 -0.2 0.1 -0.2
H -2.15035 6.92909 3.53038 0.1 0.0 -0.2
C 0.53915 6.05685 2.31308 0.3 0.0 -0.2
C -1.88840 6.64913 2.50235 -0.3 -0.1 0.3
N -0.84705 5.63117 2.45724 0.1 -0.6 0.2
H 1.00212 5.58127 1.44036 -0.1 0.1 0.2
C -1.10857 4.32913 2.52640 1.3 -0.9 -0.7
O -0.21457 3.45132 2.29651 -1.2 1.8 1.2
H -2.78883 6.28059 2.00501 0.1 0.1 0.0
H -2.13372 4.03763 2.76705 0.0 0.0 -0.2
H 0.52791 7.14259 2.20914 0.2 -0.2 0.0
H -1.50714 7.53239 1.98450 -0.3 -0.2 0.0
H 1.95265 -0.26377 -2.95132 0.2 -0.2 0.3
H 1.89976 -3.45729 -2.24736 0.0 0.1 0.0
C 2.77844 -0.60442 -2.30563 -0.2 0.1 -0.1
C 2.63297 -2.98351 -1.58103 -0.4 -0.2 -0.1
N 2.29670 -1.57806 -1.32296 0.4 0.4 0.8
H 3.24007 0.25597 -1.80107 -0.2 -0.2 -0.1
C 1.80850 -1.20637 -0.13264 0.4 1.1 -0.2
O 1.76428 -0.01827 0.30892 0.2 -1.6 -0.6
H 2.66480 -3.53426 -0.63617 0.0 0.1 -0.2
H 1.43772 -2.03927 0.47260 0.1 0.1 0.1
H 3.51262 -1.12470 -2.93132 -0.1 0.3 0.1
H 3.60513 -3.04153 -2.08173 -0.1 0.1 0.3
O -0.83915 -1.43434 -2.97744 1.3 0.8 0.0
C -1.93446 -2.06967 -2.37520 -0.2 -0.6 -1.5
C -0.55361 -3.23621 -0.61296 0.0 0.0 0.3
C -1.79369 -2.78775 -1.08457 -0.3 0.0 0.5
H 0.31806 -3.05485 -1.24031 -0.6 -0.1 0.2
C -0.43191 -3.90879 0.60993 -0.5 0.3 -0.2
H -2.84997 -1.48377 -2.47489 -0.2 0.0 0.3
C -2.94204 -3.08115 -0.31160 0.5 -0.1 -0.2
H 0.55166 -4.26213 0.94393 -0.4 0.1 -0.1
C -1.57211 -4.13556 1.38957 0.2 0.0 -0.1
C -2.82914 -3.74244 0.91213 0.2 0.0 -0.1
H -3.92034 -2.79531 -0.70132 0.2 0.0 0.2
H -1.46354 -4.61510 2.36403 -0.2 0.0 -0.3
H -3.72304 -3.95666 1.50270 0.2 0.1 -0.2
Si -0.80833 2.05610 -3.12448 -0.2 1.0 1.6
Cl -0.42249 0.61584 -1.36117 -0.6 0.7 -2.8
C 0.77028 3.01465 -3.40954 0.5 -0.3 -0.3
C -1.93586 3.37100 -2.36540 -0.3 -0.2 0.1
C -1.60294 1.26770 -4.58180 0.1 -0.3 -0.1
H 1.28450 3.29164 -2.47716 -0.3 -0.2 -0.1
H 0.51397 3.95906 -3.92283 -0.1 -0.4 0.1
H 1.48834 2.47875 -4.04056 0.0 0.1 0.1
H -0.87470 0.66210 -5.14361 -0.5 0.1 0.2
H -1.97441 2.09496 -5.21937 0.2 -0.3 0.3
H -2.45550 0.64918 -4.26003 0.4 0.2 -0.2
H -2.57039 2.98339 -1.55538 0.1 0.1 -0.3
H -2.59781 3.76637 -3.15679 0.2 -0.1 0.2
H -1.36557 4.21625 -1.94258 -0.1 -0.4 -0.2
C 2.97039 -1.18627 3.44900 0.2 -0.3 -0.1
N 2.79682 0.14697 4.08135 0.0 0.3 0.3
C 4.02426 0.97788 3.94582 0.1 0.0 0.1
C 1.59384 0.91227 3.56826 -0.2 0.2 0.0
C 0.35862 0.06077 3.65269 -0.5 -0.9 1.1
C 0.06266 -0.63484 4.84756 0.1 0.3 -0.3
C -1.06905 -1.44693 4.90522 0.2 0.1 0.1
C -1.90061 -1.56446 3.78992 0.1 0.3 -0.7
C -1.59603 -0.85307 2.61387 -0.8 -0.9 1.1
C -0.47992 -0.04979 2.56473 1.2 1.6 -1.6
H 3.00770 -1.05808 2.36335 -0.1 0.1 0.2
H 2.13774 -1.83415 3.72991 0.1 0.2 -0.1
H 3.91148 -1.60461 3.81800 -0.2 0.0 -0.1
H 2.61627 -0.01240 5.08455 0.1 0.0 -0.5
H 4.20455 1.15450 2.87956 -0.1 0.0 0.3
H 3.85443 1.92844 4.46064 0.1 -0.2 -0.2
H 4.86064 0.43669 4.39645 -0.1 0.2 -0.1
H 1.52325 1.82182 4.18495 0.1 -0.2 -0.1
H 1.85473 1.23490 2.54138 0.1 -0.3 0.6
H 0.71909 -0.53635 5.71945 -0.3 -0.1 0.1
H -1.31080 -1.98240 5.82293 0.1 0.1 -0.2
H -2.78813 -2.19987 3.82251 0.3 0.1 0.1
H -2.25994 -0.92754 1.75276 0.1 0.0 0.2

(3)
96
Properties=species:S:1:pos:R:3:forces:R:3 method="wB97M-V/def2-TZVPD" smiles=c1cc[nH]c1.c1cc[nH]c1.c1cc[nH]c1.C1CCOC1.C1CCOC1.BrCCBr.BrCCBr.BrCCBr.BrCCBr.BrCCBr total_energy_ev=-740923.5552 homo_lumo_gap_ev=8.13 spin_multiplicity=1
C 8.53130 5.37729 -14.87899 0.4 -0.1 -0.1
C 7.96487 4.92471 -13.61760 0.2 0.8 -1.7
C 8.23543 3.61241 -13.57737 0.1 -0.6 1.0
N 8.95085 3.28267 -14.66894 0.7 -3.4 0.6
C 9.20070 4.28246 -15.51655 -1.6 2.6 1.6
H 8.42919 6.40369 -15.19912 0.3 -0.1 -0.3
H 7.38592 5.38868 -12.83276 0.1 0.6 -0.4
H 8.03603 2.95583 -12.74338 0.1 -0.4 -0.4
H 9.33648 2.35068 -14.72157 0.1 0.2 -0.4
H 9.85217 4.11174 -16.36085 -0.4 0.5 -0.1
C 14.36598 12.99980 -17.05409 -0.3 -0.6 0.6
C 13.92062 13.72470 -18.18418 0.8 -1.9 -1.3
C 14.07311 12.86082 -19.27977 0.0 -0.5 1.3
N 14.57852 11.59385 -18.80160 -1.3 3.5 -0.7
C 14.72070 11.71873 -17.45575 0.1 0.0 -0.3
H 14.27970 13.38471 -16.04870 0.2 -0.2 0.1
H 13.58401 14.75020 -18.22217 -0.1 -0.2 0.0
H 13.70034 13.10390 -20.26383 0.5 -0.6 -0.3
H 14.90719 10.78998 -19.31722 -0.3 0.2 -0.2
H 15.02318 10.77956 -17.01659 0.2 0.4 0.9
C 15.76700 8.61446 -18.87756 0.5 -1.8 1.0
C 14.89497 8.66738 -19.94598 -0.4 0.9 -2.1
C 15.62495 9.19986 -21.00648 -0.8 0.5 -1.0
N 16.93181 9.40624 -20.60476 -1.6 -0.6 -1.6
C 16.99041 8.89211 -19.39608 2.8 0.4 3.1
H 15.55327 8.15104 -17.92574 0.2 0.1 0.0
H 13.87531 8.31255 -19.97412 0.0 0.4 -0.1
H 15.32819 9.48108 -22.00611 -0.1 -0.1 0.1
H 17.73371 9.69857 -21.14475 -0.4 -0.1 -0.1
H 17.97897 8.73845 -18.98925 -0.1 0.2 0.5
C 14.70060 3.13611 -15.12452 1.9 0.4 -0.9
C 14.06088 4.39280 -15.51605 -2.0 2.0 -0.2
C 12.57808 4.04395 -15.25051 0.6 0.1 -0.4
O 12.64948 3.18952 -14.06585 -1.9 1.5 -0.9
C 13.91084 2.64445 -13.96001 1.2 -1.1 0.8
H 15.75493 3.37961 -14.99331 0.2 -0.8 0.4
H 14.57564 2.49658 -15.99828 0.3 -0.5 0.2
H 14.34917 4.82957 -16.47220 -0.4 -0.8 -0.6
H 14.24468 5.29055 -14.92583 0.4 -0.3 1.0
H 12.08177 3.48158 -16.04140 0.3 -0.3 -0.3
H 11.99960 4.96549 -15.18538 -0.3 -0.2 1.0
H 13.91671 1.55473 -13.98337 -0.5 -0.3 0.0
H 14.31203 2.88033 -12.97435 0.3 0.4 0.0
C 10.74686 9.12045 -18.06344 -1.0 0.4 -0.2
C 12.06564 9.37446 -17.38749 0.1 -0.8 0.9
C 12.42330 7.90197 -16.99004 -0.6 0.5 -0.4
O 11.21787 7.07700 -17.00756 1.3 0.1 0.0
C 10.13673 7.92197 -17.28888 -0.1 0.5 0.5
H 10.91620 8.91316 -19.12007 -0.4 -0.3 -0.2
H 10.11646 10.00412 -17.96447 -0.2 -0.1 -0.3
H 11.90227 10.11347 -16.60310 0.0 -0.8 0.7
H 12.90352 9.85527 -17.89232 -0.3 -0.4 -0.9
H 12.91377 7.88719 -16.01674 0.1 -0.5 -0.1
H 12.97029 7.47171 -17.82896 0.8 0.1 0.4
H 9.72301 8.15506 -16.30775 -0.1 1.0 0.1
H 9.29816 7.36756 -17.71021 0.3 -0.1 -0.9
Br 11.16871 14.19481 -21.72730 0.0 -0.2 0.2
C 10.42650 12.60199 -20.87973 0.1 -0.5 0.3
C 9.13173 12.96100 -20.22179 -0.5 0.8 0.3
Br 8.15107 11.41492 -19.54878 0.1 0.0 -0.4
H 11.08418 12.26156 -20.07994 0.5 0.0 -0.4
H 10.31832 11.84132 -21.65288 0.0 0.1 0.1
H 8.49480 13.54684 -20.88452 -0.2 -0.3 0.1
H 9.31607 13.54345 -19.31910 0.0 0.1 -0.2
Br 14.76705 14.03795 -12.95742 -0.2 -1.6 0.5
C 15.02076 12.03902 -12.59873 0.6 0.3 -0.2
C 14.91298 11.27779 -13.91866 -0.6 0.5 1.0
Br 13.02749 10.72557 -14.09370 0.4 0.3 -0.4
H 14.36465 11.57526 -11.86216 -0.3 0.9 0.0
H 16.02548 12.00996 -12.17707 0.0 0.0 -0.3
H 15.43415 10.32146 -13.87491 0.3 0.3 -0.2
H 15.22075 11.97750 -14.69569 -0.1 -0.7 -0.4
Br 10.08860 4.22939 -19.96100 0.0 0.6 -0.6
C 9.63988 5.96963 -20.80215 0.5 0.9 0.7
C 10.36354 6.19242 -22.14336 0.1 -2.2 0.5
Br 9.84655 7.71029 -23.20487 -0.1 -0.1 0.3
H 10.01660 6.70453 -20.09075 -0.1 -0.1 0.1
H 8.55279 6.02404 -20.74394 0.2 -0.1 -0.7
H 10.24416 5.26205 -22.69858 -0.5 0.3 -0.6
H 11.44505 6.17608 -22.00863 -0.1 0.7 0.3
Br 10.71479 15.33734 -15.80382 -0.3 -0.5 0.0
C 9.85573 13.66251 -15.23745 0.6 -1.4 -1.2
C 10.20093 12.47152 -16.20278 -0.4 1.0 0.8
Br 9.67715 10.83504 -15.13938 0.3 1.0 -0.8
H 8.77269 13.77730 -15.28154 0.2 0.3 0.6
H 10.31285 13.37628 -14.29023 -0.5 0.5 0.1
H 11.25403 12.52108 -16.47959 0.1 -0.7 0.4
H 9.60732 12.47779 -17.11695 -0.2 -0.2 0.2
Br 6.01464 7.32929 -17.02914 0.7 0.2 0.0
C 6.64591 9.11344 -16.52370 -1.6 1.6 -0.7
C 5.55161 10.04217 -17.18077 0.3 0.3 0.9
Br 5.64766 12.00539 -16.58606 0.2 -1.4 -0.4
H 7.60232 9.44171 -16.93064 0.1 -0.8 -0.1
H 6.68153 9.16761 -15.43563 -0.2 0.0 -0.2
H 4.52674 9.76711 -16.93164 0.3 0.0 0.3
H 5.62200 10.03405 -18.26847 0.3 0.2 0.2

(4)
63
Properties=species:S:1:pos:R:3:forces:R:3 method="wB97M-V/def2-TZVPD" smiles="Cc1nc(C)c(CNc2cc(Cl)nc3ccnn23)s1.CNC(=O)[C@H](Cc1ccccc1)NC(C)=O" total_energy_ev=-63227.0938 homo_lumo_gap_ev=8.70 spin_multiplicity=1
C -4.07469 -6.60704 2.90236 0.3 -0.1 0.0
C -3.60388 -5.26699 3.36956 -0.5 0.5 0.4
N -4.43025 -4.37946 3.86396 1.0 -0.2 -0.3
C -3.75909 -3.21514 4.20023 0.7 -0.3 -0.2
C -4.54563 -2.09047 4.80907 0.1 -0.1 -0.1
C -2.40516 -3.22019 3.95039 -1.2 -0.1 0.1
C -1.45954 -2.07995 4.22309 0.5 -0.5 -0.7
N -0.22112 -2.21159 3.44516 1.3 0.0 -0.6
C -0.08738 -2.06852 2.07016 -0.2 -0.3 1.1
C -1.11840 -1.71342 1.23889 -0.1 0.2 -1.7
C -0.88461 -1.63144 -0.20473 1.7 -0.6 1.4
Cl -2.21568 -1.19997 -1.24094 0.4 -0.1 0.3
N 0.28049 -1.89960 -0.75227 -1.0 0.3 0.9
C 1.30138 -2.23441 0.11967 -1.3 0.4 -0.2
C 2.59282 -2.53679 -0.13053 2.1 -0.6 0.5
C 3.19192 -2.80947 1.15881 -0.7 0.4 -2.0
N 2.31836 -2.68341 2.13473 -0.9 0.2 0.3
N 1.15534 -2.32665 1.49444 -0.9 0.2 0.4
S -1.92612 -4.76635 3.28447 -1.0 0.6 0.3
H -3.26630 -7.33989 2.96697 -0.1 0.0 -0.1
H -4.40850 -6.53794 1.86379 0.0 -0.1 0.1
H -4.91549 -6.94560 3.51409 0.2 0.1 -0.1
H -5.26681 -1.71138 4.07938 0.0 0.0 0.1
H -3.90326 -1.26635 5.12645 -0.1 -0.1 0.0
H -5.09324 -2.45661 5.68231 0.0 0.1 -0.1
H -1.93696 -1.12150 3.99257 0.0 -0.1 0.0
H -1.21472 -2.07002 5.29089 0.3 0.1 -0.3
H 0.60242 -2.61346 3.89587 -0.4 0.3 -0.2
H -2.10897 -1.50721 1.61722 0.1 -0.1 0.1
H 3.06521 -2.56481 -1.10285 -0.1 0.0 0.2
H 4.23164 -3.08599 1.30445 -0.3 0.0 0.4
C 4.46971 4.49485 -2.75536 -0.6 0.0 0.3
N 3.15399 3.98223 -3.13184 0.4 -0.5 -0.9
C 2.03245 4.18274 -2.43063 0.1 1.1 0.7
O 2.02948 4.84893 -1.39879 -0.3 -0.4 -0.2
C 0.69684 3.60868 -2.95495 -0.1 -0.5 -0.1
C 0.49742 2.12662 -2.59104 0.4 -0.4 0.4
C 0.60903 1.83015 -1.10751 0.1 0.1 0.4
C -0.49364 2.04387 -0.25842 1.0 -0.4 0.6
C -0.38652 1.77936 1.11902 0.7 -0.1 -0.7
C 0.82255 1.29728 1.64993 0.0 0.1 -0.9
C 1.92440 1.08153 0.80490 -0.8 0.3 -0.4
C 1.81838 1.34891 -0.57148 -0.9 0.2 0.8
N 0.40742 3.81425 -4.38849 -0.3 0.6 0.8
C 1.09381 3.36202 -5.44017 0.5 -0.5 -0.8
C 0.54689 3.73464 -6.79741 0.0 -0.1 0.1
O 2.10707 2.68082 -5.36079 0.2 -0.2 0.3
H 4.85554 3.92467 -1.90912 0.1 0.1 0.0
H 5.16072 4.41072 -3.59487 -0.2 -0.1 0.0
H 4.38798 5.54323 -2.46147 0.0 -0.1 0.0
H 3.07605 3.42467 -3.97699 0.0 0.0 0.1
H -0.06899 4.15442 -2.40375 0.2 0.2 -0.1
H 1.23435 1.52235 -3.12135 0.0 0.0 -0.1
H -0.48878 1.80807 -2.93185 0.0 0.1 -0.1
H -1.42437 2.41254 -0.66320 -0.1 0.0 -0.1
H -1.23302 1.94444 1.76933 -0.1 0.0 0.0
H 0.90533 1.08627 2.70672 0.0 0.0 0.1
H 2.85109 0.70450 1.21306 0.1 0.0 0.0
H 2.66834 1.18424 -1.21712 0.1 0.0 -0.1
H -0.40800 4.36490 -4.59884 0.0 0.1 0.1
H 0.53645 4.81811 -6.89882 -0.1 0.1 -0.1
H -0.46202 3.33915 -6.89990 -0.1 0.1 -0.1
H 1.18627 3.30248 -7.56644 -0.1 0.1 0.1